Record 1
11
Properties=species:S:1:pos:R:3:forces:R:3:mulliken_charge:R:1 method="wB97M-V/def2-TZVPD" spin_multiplicity=1 charge=+1
N 0.331004 0.221238 -1.880474 -0.2325 -0.2946 0.0923 -0.4748
H -0.334425 -0.054778 -2.609249 0.2090 -0.0350 0.1182 0.3854
H 0.144344 -0.361164 -0.981765 -0.2074 -0.0604 -0.1572 0.2696
H 1.284183 0.071923 -2.201109 0.0739 -0.0390 -0.1233 0.3783
H 0.196729 1.206068 -1.682081 0.0398 0.2428 -0.0069 0.3806
C -0.036937 -0.747896 1.369905 0.0142 -0.1387 0.4872 0.2330
N -0.424489 0.480862 1.726980 -0.1075 -0.2312 -0.1633 -0.3230
O -0.187985 -1.246351 0.255000 0.1597 0.4534 -0.2414 -0.6731
H 0.448526 -1.308787 2.174074 0.0655 -0.0753 -0.0265 0.3520
H -0.335299 0.773042 2.687950 -0.0253 0.0192 -0.0590 0.2487
H -1.085648 0.965841 1.140768 0.0104 0.1588 0.0800 0.2233

***

Record 2
11
Properties=species:S:1:pos:R:3:forces:R:3:mulliken_charge:R:1 method="wB97M-V/def2-TZVPD" spin_multiplicity=1 charge=-1
S -1.608502 -0.848322 -0.850532 -0.0855 0.0158 0.1116 -0.8639
H -1.770974 -1.663661 -1.901072 0.0463 -0.0268 -0.0512 -0.0472
N 0.956358 1.284950 -0.316025 -0.3633 0.2523 -0.1065 -0.6274
C 0.928238 0.873122 1.072103 0.6581 -0.1236 0.9902 -0.3656
N 1.409132 -0.496425 1.244070 0.2309 0.2610 -0.2457 -0.7121
H 0.678899 2.260839 -0.396191 0.0622 -0.0615 0.0474 0.2184
H 0.223395 0.751226 -0.792657 0.0240 -0.1148 -0.1920 0.1657
H -0.033301 0.908291 1.602052 -0.2032 0.0989 -0.4103 0.3221
H 1.598081 1.530618 1.649818 -0.0699 0.0037 -0.1849 0.3621
H 2.180322 -0.598487 0.585917 0.0499 -0.0224 0.1472 0.2725
H 0.691016 -1.093319 0.856987 -0.3497 -0.2825 -0.1057 0.2754

***

Record 3
11
Properties=species:S:1:pos:R:3:forces:R:3:mulliken_spin:R:1 method="wB97M-V/def2-TZVPD" s2=2.006 spin_multiplicity=3 charge=+1
C -2.240558 -0.974421 -0.763707 -4.5950 -8.4109 1.7824 0.7632
N 2.501049 0.702346 0.947715 -1.4507 -1.9886 0.0414 -0.0104
N -1.547225 0.074681 -1.004197 3.1239 5.2002 -0.8130 0.2414
S 0.826384 -0.069378 1.102870 0.8574 -0.1675 0.3562 1.0135
H -3.382124 -1.113052 -0.873188 2.2212 0.8407 -0.0035 0.0151
H -1.721321 -2.042479 -0.562598 -0.9477 2.8597 -0.6074 0.0111
H 3.222678 0.006483 1.236341 -0.3758 0.7280 -0.2317 0.0059
H 2.569860 0.990441 -0.022695 0.5752 0.3740 -0.0549 0.0014
H -0.591026 -0.029272 -0.609751 -1.4111 1.2550 -1.1094 -0.0357
H -2.032734 1.013033 -1.068992 1.2821 -1.6269 0.2996 -0.0052
H 2.395016 1.441618 1.618202 0.7206 0.9363 0.3403 -0.0002

***

Record 4
11
Properties=species:S:1:pos:R:3:forces:R:3:mulliken_charge:R:1 method="wB97M-V/def2-TZVPD" spin_multiplicity=1 smiles=CN(N)N
C -0.503695 1.257890 0.153244 2.9541 -0.0772 -0.0290 -0.6357
N -0.686258 -1.099524 0.641549 -0.8328 -1.1672 -2.6552 -0.5581
N 1.252456 -0.203499 -0.594341 -3.6640 2.9840 1.2567 -0.5593
N 0.202276 -0.004765 0.556127 1.3074 -0.1950 -1.6952 -0.0836
H 0.282764 1.994817 0.370865 -0.1201 0.0112 -0.2988 0.2704
H -0.656772 1.363025 -0.934676 -0.6403 -0.3858 0.4087 0.2902
H -1.270841 1.570448 0.814814 -1.2071 -0.5097 0.2845 0.3146
H -0.817420 -1.522389 -0.338407 -0.4553 1.2684 1.0688 0.2045
H -0.296968 -1.957033 1.018852 0.8511 0.6405 1.0758 0.2668
H 1.831753 -0.913614 -0.317039 1.5610 -2.2814 0.8856 0.2621
H 0.662705 -0.485357 -1.370988 0.2461 -0.2879 -0.3017 0.2281

***

Record 5
12
Properties=species:S:1:pos:R:3:forces:R:3:mulliken_charge:R:1 method="wB97M-V/def2-TZVPD" spin_multiplicity=1 smiles="N=C(N)N.O"
N 0.706878 -0.232424 -1.060826 0.1684 -0.6301 0.5887 -0.5008
C -0.387205 0.555023 -0.734285 -0.3143 0.4155 -0.4375 0.4645
N -0.363264 0.944950 0.624613 1.0429 0.5037 0.0954 -0.5730
N -1.277887 1.021972 -1.498889 -1.0125 -0.0769 0.1668 -0.6368
H 0.513839 -0.972790 -1.716812 -0.0678 0.2078 -0.3595 0.2540
H 1.109568 -0.658020 -0.229924 -0.0618 -0.0139 -0.0544 0.2876
H 0.529741 1.422532 0.737571 0.1722 -0.2978 0.4425 0.2441
H -1.037239 1.665375 0.833719 -0.5335 -0.1013 -0.3787 0.2642
H -1.386895 0.633532 -2.430329 0.6054 -0.0898 0.1112 0.2148
H 0.424801 -0.945013 2.260448 0.5818 0.1767 0.3989 0.3418
H 1.676318 -2.011976 2.396954 -0.0820 0.7336 0.5087 0.3187
O 0.837597 -1.772486 2.004213 -0.4989 -0.8274 -1.0821 -0.6791

***

Record 6
12
Properties=species:S:1:pos:R:3:forces:R:3:mulliken_charge:R:1 method="wB97M-V/def2-TZVPD" spin_multiplicity=1
C -0.433788 0.461888 0.118673 -1.8788 -2.6244 -5.1629 0.0208
N -0.719080 -0.410917 -1.511442 -1.2056 0.8852 1.0738 -0.5654
N 0.893255 0.199204 -0.057000 0.9583 2.1079 3.9438 -0.4056
N 0.759581 1.036356 1.643583 1.2615 -0.9604 -1.1486 -0.5960
O -0.692395 -1.830806 -1.306550 -0.0968 0.1951 0.4014 -0.4191
H -1.631326 -2.055737 -1.248182 0.2879 0.0340 -0.1229 0.3379
H 0.053798 -0.254078 -2.160066 0.0601 0.1043 0.4435 0.2797
H 1.060641 -0.780293 0.187079 -0.0245 0.1014 0.1734 0.2805
H 1.307361 0.441993 2.264162 0.1239 0.1786 0.0198 0.2249
H 1.267039 1.902743 1.477050 0.2537 -0.1875 0.0290 0.2437
H -0.782843 1.456639 -0.131579 0.1038 -0.0553 0.2456 0.3197
H -1.082244 -0.166991 0.724272 0.1566 0.2210 0.1041 0.2787

***

Record 7
13
Properties=species:S:1:pos:R:3:forces:R:3:mulliken_charge:R:1 method="wB97M-V/def2-TZVPD" spin_multiplicity=1
C 0.561299 -1.402022 -1.099292 -0.2904 -0.1170 -0.0444 -0.1681
N -0.319928 0.702468 1.051399 -0.3103 -0.2303 0.0340 0.2515
N 0.381569 1.747823 0.663680 0.2572 0.1284 -0.4584 -0.4385
N -1.616306 0.911774 1.137623 0.5427 -0.0051 -0.3045 -0.3245
O 0.296046 -0.124416 -0.741095 -0.0880 0.1531 -0.0015 -0.6226
O 1.746477 -1.946221 -0.507344 -0.0602 0.0873 0.1303 -0.5247
H 1.682752 -1.764779 0.438571 0.0007 -0.0335 -0.1066 0.2812
H 1.146481 1.343007 0.087028 -0.2423 0.2190 0.4905 0.3793
H -0.117814 2.438191 0.095789 -0.1352 -0.1249 0.1329 0.2547
H -2.073188 1.523154 0.461859 0.1308 -0.0850 0.0813 0.2390
H -2.134815 0.106600 1.452247 0.0875 0.0276 -0.0841 0.2586
H 0.745114 -1.472884 -2.184172 -0.0296 -0.0193 0.1247 0.1927
H -0.297686 -2.062695 -0.856291 0.1370 -0.0004 0.0058 0.2214

***

Record 8
13
Properties=species:S:1:pos:R:3:forces:R:3:mulliken_charge:R:1 method="wB97M-V/def2-TZVPD" spin_multiplicity=1 smiles="NON(N)C=[NH2+]" charge=+1
C 0.842084 0.896917 0.130423 1.6804 0.3928 -2.0373 0.2027
N -0.572702 -0.270124 -1.294465 2.2704 0.3407 1.4824 -0.4696
N -0.349506 0.715785 -0.360162 -1.4416 -2.3449 -1.0764 0.1419
N -1.496323 -0.787550 1.249788 1.9049 -1.8788 0.3853 -0.2963
N 1.939606 0.493838 -0.501640 2.1580 2.4263 3.4275 -0.3271
O -0.941731 0.372371 1.144058 -2.3692 0.7076 1.2651 -0.2210
H 0.748943 1.521723 1.044860 1.2912 -0.6266 -0.5820 0.3540
H -1.432362 -0.147018 -1.733642 -1.6008 0.1295 -0.8183 0.2573
H -2.458273 -1.031515 1.097032 -0.4631 0.9126 -0.1707 0.2513
H -0.341652 -1.237877 -1.020767 -0.2693 0.7713 -0.0211 0.2820
H 2.833897 0.880552 -0.074857 -1.5185 -0.8673 -0.7014 0.2890
H -0.898499 -1.488069 1.709865 -0.6015 0.4079 -0.4615 0.2614
H 2.126519 0.080967 -1.390494 -1.0409 -0.3710 -0.6916 0.2745

***

Record 9
14
Properties=species:S:1:pos:R:3:forces:R:3:mulliken_charge:R:1 method="wB97M-V/def2-TZVPD" spin_multiplicity=1 smiles="NC(N)=NN=O.N"
C 0.432411 -0.988725 0.147725 -0.9039 0.4472 -0.3174 0.6184
N 1.286739 -1.306273 1.160603 0.1208 -0.0670 0.0453 -0.4422
N -0.553241 2.312973 -0.153557 -4.9852 0.6361 0.3254 -0.8689
N 0.886472 -1.109301 -1.125534 0.0286 -0.0494 0.4106 -0.4138
O -2.608325 0.463517 -0.029870 0.9632 -2.6359 0.0163 -0.4331
N -0.736836 -0.480796 0.438634 1.7278 0.0696 1.5691 0.0600
N -1.884047 -0.577858 -0.105233 -2.2672 1.5024 -1.1716 -0.2851
H -1.723561 2.012156 -0.026922 4.7038 1.0855 -0.0728 0.3726
H 1.879605 -1.174239 -1.287405 -0.2284 -0.0768 -0.1692 0.1999
H 2.272265 -1.109618 1.056809 -0.1836 -0.1050 -0.0816 0.2184
H 0.926055 -1.165378 2.091093 -0.0416 0.0893 -0.1228 0.2476
H -0.096330 2.064908 0.723229 0.0503 -0.5952 -0.9695 0.2450
H -0.367962 1.839328 -1.027944 0.8928 -0.3518 0.5856 0.2363
H 0.286756 -0.780695 -1.861628 0.1226 0.0508 -0.0474 0.2449

***

Record 10
14
Properties=species:S:1:pos:R:3:forces:R:3:mulliken_charge:R:1 method="wB97M-V/def2-TZVPD" spin_multiplicity=1 smiles="N/N=C(/NN)NS"
C 0.008886 -0.277152 -0.117601 -0.0338 0.7201 0.8019 0.3498
H 2.720918 0.191621 -0.484698 -1.8543 0.1867 4.1684 0.2528
H 2.264652 1.070480 1.153842 -0.4249 -2.6203 -1.6783 0.2624
H 1.373043 -1.636788 0.381023 -0.3021 0.5733 0.4673 0.3453
H -1.305306 1.289874 -0.422786 1.3619 -0.5059 1.1242 0.3784
H -1.285564 0.897897 2.369845 0.5160 0.5807 -0.3143 0.1421
H -1.587581 -0.495371 -2.374203 -0.7890 0.0218 -0.8359 0.2386
H -2.380694 -1.562856 -1.336030 1.0044 2.5520 -0.5807 0.3072
N 2.307381 0.108248 0.631028 1.3636 1.3479 -2.3706 -0.5873
N 1.099915 -0.694477 0.697008 0.5125 0.7277 -1.4219 -0.1500
N -0.454084 1.071391 0.166860 -0.9017 -1.5449 -1.7822 -0.2856
N -0.499261 -1.116215 -0.969272 0.0579 1.7708 1.7823 -0.5076
N -1.827774 -0.615891 -1.406262 -0.0444 -2.9742 0.4966 -0.5513
S -0.434530 1.769238 1.711247 -0.4661 -0.8356 0.1432 -0.1948

***

Which relative energy (zero: lowest compared OMol25 entry of this formula, charge and spin) belongs to each record? In order, 10.54, 1.99, 13.63, 265.62, 98.43, 738.88, 345.17, 295.14, 129.53, 112.71 kJ/mol.
Which E_tot belongs to each record? In order, -6172.3968, -14967.1648, -14953.5912, -5618.1532, -7668.5045, -7661.8667, -9711.6421, -9146.9844, -10645.1385, -19433.0003 eV.